<one>
Formula: C11H14N2O
Source: OMol25
Level of theory: ωB97M-V/def2-TZVPD

```
28
Properties=species:S:1:pos:R:3:mulliken_charge:R:1
C 1.16416 -2.64268 -1.56593 -1.46
C 0.99738 -0.35996 -0.31888 1.18
C 0.68977 -1.22848 -1.44841 0.66
C 0.72432 0.95272 -0.72955 -0.34
C 0.22703 -0.41286 -2.42751 -0.60
C 1.70687 -0.63092 0.85433 -0.70
C 2.21045 0.46083 1.53584 -0.57
C 1.90167 1.78762 1.18015 -0.54
C 1.17065 2.02829 0.03539 -0.80
N 0.17924 0.90777 -1.98555 0.04
H 1.83581 -1.61121 1.29477 0.38
H 2.76878 0.28997 2.44963 0.34
H 2.31918 2.57743 1.78271 0.42
H 2.24242 -2.73557 -1.64388 0.30
H 0.85693 -3.05290 -2.53463 0.41
H -0.23292 -0.60925 -3.38290 0.41
H -0.36877 1.55091 -2.52725 0.23
H 1.00603 3.06299 -0.24592 0.38
H 0.70064 -3.24823 -0.78562 0.32
C -2.50892 1.17876 0.54959 -0.75
C -2.35691 -0.14279 1.27037 0.62
O -2.92758 -0.31784 2.32723 -0.63
N -1.86055 -1.19804 0.54849 -0.37
H -3.37857 1.70285 0.92550 0.34
H -2.51945 1.04357 -0.52954 0.26
H -1.91784 -2.09537 1.00227 0.22
H -1.05273 -0.99584 -0.02737 0.13
H -1.67610 1.80342 0.88342 0.13
```

Computed properties:
HOMO energy in eV: -8.28
Kohn-Sham gap in Eh: 0.3297
E_LUMO in eV: 0.7
2S+1: 1
SMILES: Cc1c[nH]c2ccccc12.CC(N)=O



<two>
Formula: C11H14N2O
Source: OMol25
Level of theory: ωB97M-V/def2-TZVPD

```
28
Properties=species:S:1:pos:R:3:mulliken_charge:R:1
C 1.11979 -2.37868 0.52106 -1.48
C -0.18145 -1.67679 0.23160 0.29
C -0.36500 -0.93226 -0.91175 -0.33
C -1.27309 -1.83250 1.08436 -0.35
C -1.64755 -0.67034 -1.42087 -0.56
C -2.53007 -1.39852 0.66714 -0.62
C -2.74875 -0.96761 -0.63461 0.73
O -4.04429 -1.01416 -1.08035 -0.54
H 1.02835 -3.34820 0.03469 0.34
H 1.27969 -2.55332 1.58855 0.36
H 0.38240 -0.63291 -1.63874 0.39
H -1.28682 -2.29867 2.06010 0.36
H -1.74530 -0.20731 -2.39330 0.32
H -3.34270 -1.46092 1.38058 0.42
H -4.15078 -0.54111 -1.91488 0.30
H 2.04217 -1.90257 0.18631 0.36
C 1.93817 1.81722 1.99412 -1.24
C 0.45994 2.22398 -0.01795 -0.57
C 1.66861 1.97147 0.54227 0.79
C 1.96121 1.83209 -1.56697 -0.29
N 0.66198 2.12186 -1.39291 0.00
N 2.57619 1.65868 -0.43370 -0.62
H -0.54599 2.28048 0.32725 0.36
H -0.03268 2.56474 -1.97351 0.23
H 2.33673 0.89566 2.40811 0.27
H 1.17596 2.19248 2.67522 0.34
H 2.45787 1.78206 -2.52211 0.42
H 2.80540 2.47513 2.20028 0.32
```

Computed properties:
HOMO energy in eV: -8.32
Kohn-Sham gap in Eh: 0.3274
E_LUMO in eV: 0.6
2S+1: 1
SMILES: Cc1ccc(O)cc1.Cc1c[nH]cn1



Of the structures shown above, <one> is the most stable.